# 1
A structure of composition C11H44BaN23O14 in a non-equilibrium geometry. Source: the Open Molecules 2025 dataset; level of theory: ωB97M-V/def2-TZVPD.

Values from the calculation:
LUMO level = -1.90 eV
Energy relative to the best compared isomer or geometry (same formula, charge and spin) = 0.000 eV
Maximum force = 4.84 eV/Å
Total charge = +1
Gap between HOMO and LUMO = 0.345 hartree
DFT total energy = -2784.18133 Ha
Highest occupied orbital energy = -0.4150 hartree

Geometry (Å):
Ba (0.3173, -0.4691, 0.0310)
N (3.2892, 1.5621, -0.1312)
O (2.9673, 2.7155, -0.4953)
O (4.1630, 1.3414, 0.6744)
O (2.8334, 0.5795, -0.9133)
C (-2.3104, -0.4626, 2.8876)
O (-1.1513, -0.1067, 2.4352)
N (-3.0356, -1.4158, 2.1179)
N (-2.7746, 0.0132, 4.1148)
H (-3.9656, -1.7969, 2.3312)
H (-2.6459, -1.4245, 1.1800)
H (-3.6077, -0.4065, 4.5237)
H (-2.1838, 0.4714, 4.7323)
C (1.1611, -3.6215, 1.5230)
O (0.1522, -2.9581, 1.1679)
N (2.0379, -4.2686, 0.5953)
N (1.4044, -4.0166, 2.8305)
H (2.1413, -3.7842, -0.3293)
H (2.9477, -4.5041, 0.9688)
H (1.7585, -4.9381, 2.9844)
H (0.7499, -3.5334, 3.4591)
C (0.4238, 0.9137, -3.4704)
O (-0.0302, 0.0321, -2.7221)
N (1.4991, 1.7193, -3.1616)
N (-0.1572, 1.0248, -4.7500)
H (2.0230, 2.2336, -3.8612)
H (1.9370, 1.5738, -2.2331)
H (-1.1064, 0.6896, -4.8078)
H (-0.0215, 1.7976, -5.3901)
C (-3.1561, 1.9103, -0.3605)
O (-2.3354, 1.1225, -0.9102)
N (-4.1207, 2.5433, -1.0544)
N (-2.9824, 2.1509, 1.0213)
H (-4.6931, 3.1334, -0.4957)
H (-4.2341, 2.3494, -2.0459)
H (-3.3444, 2.9548, 1.5064)
H (-2.2507, 1.5970, 1.3520)
C (4.8887, -2.0621, 0.0029)
O (4.9385, -3.2962, -0.2004)
N (4.4060, -1.5824, 1.2043)
N (5.2087, -1.2091, -0.9989)
H (4.2046, -0.6007, 1.3017)
H (4.3308, -2.2561, 1.9560)
H (5.7969, -1.4164, -1.7703)
H (4.9996, -0.2225, -0.9081)
C (-3.9660, 0.4278, -3.9480)
O (-4.1890, 1.6214, -3.7218)
N (-2.9662, -0.2593, -3.4720)
N (-4.7860, -0.3234, -4.7552)
H (-2.8992, -1.2504, -3.5314)
H (-2.4594, 0.1941, -2.6883)
H (-5.6604, 0.0130, -5.1095)
H (-4.5332, -1.2575, -5.0434)
C (1.9010, 0.5215, 3.3114)
O (1.8032, -0.1477, 2.3114)
N (1.1092, 0.4410, 4.4412)
N (2.8219, 1.5602, 3.3051)
H (0.3191, -0.1634, 4.5833)
H (1.2952, 1.0527, 5.1836)
H (3.0559, 2.1314, 4.1381)
H (3.4456, 1.6049, 2.5258)
C (0.1506, 3.2874, -0.3191)
O (0.1399, 2.2525, 0.3734)
N (0.8647, 4.4334, 0.0874)
N (-0.5193, 3.2707, -1.5230)
H (1.5260, 4.3399, 0.8617)
H (1.1804, 5.1005, -0.6121)
H (-1.1806, 2.4922, -1.6515)
H (-0.8132, 4.1478, -1.8867)
C (-2.2895, -3.1409, -0.8408)
O (-1.8762, -1.9996, -0.5285)
N (-1.4850, -4.3297, -0.7945)
N (-3.6302, -3.2969, -1.2600)
H (-0.5353, -4.2001, -0.5643)
H (-1.9109, -5.2198, -0.8765)
H (-4.2478, -2.5468, -0.9454)
H (-4.0320, -4.2005, -1.0349)
C (-1.2370, 3.1260, 4.4524)
O (-1.2944, 2.2537, 5.3001)
N (-1.6187, 4.4373, 4.7052)
N (-0.9641, 2.9028, 3.1732)
H (-1.5926, 4.6584, 5.7079)
H (-1.3175, 5.1024, 4.0230)
H (-0.7365, 3.7305, 2.7209)
H (-0.3653, 2.1287, 2.8974)
C (2.5124, -2.4419, -2.7053)
O (1.7903, -2.3866, -1.7090)
N (2.1945, -1.7526, -3.9071)
N (3.7398, -3.1079, -2.7258)
H (1.2980, -1.2647, -3.9645)
H (2.9050, -1.5539, -4.5749)
H (4.1177, -3.4611, -1.8542)
H (4.4624, -3.0046, -3.4469)



# 2
A cluster of 12 separate species, C11H44BrN22O11 in total in a non-equilibrium geometry. Source: the Open Molecules 2025 dataset; level of theory: ωB97M-V/def2-TZVPD.

Values from the calculation:
LUMO level = 1.84 eV
Energy relative to the best compared isomer or geometry (same formula, charge and spin) = 0.323 eV
Maximum force = 9.08 eV/Å
Total charge = -1
Gap between HOMO and LUMO = 0.321 hartree
DFT total energy = -5052.19986 Ha
Highest occupied orbital energy = -0.2531 hartree

Geometry (Å):
Br (-0.4645, 0.5961, -0.2646)
C (3.1375, -0.7683, 4.3264)
O (2.3549, -0.1956, 5.0596)
N (4.4416, -0.8319, 4.3807)
N (2.7951, -1.3994, 3.2562)
H (4.9093, -0.2951, 5.0970)
H (5.0587, -0.8204, 3.5812)
H (3.6347, -1.6685, 2.7634)
H (1.8517, -1.5410, 2.9246)
C (-2.2299, -4.2086, -2.9364)
O (-1.5838, -4.5622, -1.9989)
N (-2.5632, -2.9671, -3.2127)
N (-2.7009, -4.9313, -3.8798)
H (-2.1106, -2.3018, -2.6023)
H (-2.9610, -2.7944, -4.1248)
H (-2.6884, -5.8833, -3.5427)
H (-3.3453, -4.6053, -4.5858)
C (0.8843, 4.3072, -1.4355)
O (1.0502, 5.4570, -1.7453)
N (1.2239, 3.7556, -0.3359)
N (0.3945, 3.4271, -2.2102)
H (0.8222, 2.8635, -0.0849)
H (1.8793, 4.2079, 0.2853)
H (0.0374, 3.5932, -3.1402)
H (0.1099, 2.5363, -1.8285)
C (-3.6244, 0.7399, -4.3420)
O (-4.5468, 0.0133, -4.4267)
N (-3.1382, 1.4485, -5.2911)
N (-3.0204, 1.1905, -3.2729)
H (-3.6307, 1.4662, -6.1727)
H (-2.6076, 2.2914, -5.1237)
H (-3.2963, 1.0315, -2.3144)
H (-2.0599, 1.3919, -3.5114)
C (0.9983, -3.7351, 0.4021)
O (1.9379, -3.1654, 0.9675)
N (0.7127, -4.9642, 0.5512)
N (0.2648, -3.0411, -0.4920)
H (0.2871, -5.5053, -0.1877)
H (1.3786, -5.4221, 1.1571)
H (-0.5887, -3.5053, -0.7681)
H (0.5277, -2.0807, -0.3228)
C (-2.7570, 4.3676, 1.4637)
O (-3.2290, 5.0883, 2.3241)
N (-2.7751, 3.0777, 1.5525)
N (-2.2907, 4.8711, 0.3288)
H (-2.1695, 2.5593, 0.9323)
H (-3.3632, 2.7304, 2.2965)
H (-2.0368, 5.8396, 0.1964)
H (-1.8271, 4.3148, -0.3753)
C (-4.2561, -1.1292, 0.0830)
O (-5.3823, -1.4864, -0.0260)
N (-3.3697, -1.6999, 0.8433)
N (-3.6770, -0.3072, -0.6536)
H (-3.6567, -2.4026, 1.5097)
H (-2.4462, -1.2917, 0.8656)
H (-4.3574, 0.1864, -1.2135)
H (-2.6701, -0.2416, -0.6107)
C (-0.9737, -1.0942, 4.0897)
O (-2.1649, -1.4543, 4.2494)
N (-0.5270, -0.2295, 3.2678)
N (-0.0293, -1.6418, 4.8014)
H (0.4735, -0.1275, 3.1748)
H (-1.2400, 0.3799, 2.8931)
H (-0.2664, -2.4671, 5.3332)
H (0.8783, -1.2121, 4.9094)
C (4.6516, 0.0513, 0.1856)
O (4.6603, -1.0730, 0.6783)
N (5.7644, 0.6820, -0.1697)
N (3.5454, 0.6670, -0.2656)
H (5.6880, 1.5368, -0.7021)
H (6.6181, 0.1433, -0.2015)
H (3.5849, 1.5851, -0.6847)
H (2.6269, 0.2762, -0.1113)
C (1.4304, 2.9852, 3.2436)
O (2.1348, 3.2082, 4.1941)
N (0.6213, 3.8327, 2.6941)
N (1.4465, 1.8286, 2.6833)
H (0.1374, 3.4379, 1.9003)
H (0.3853, 4.6734, 3.2017)
H (2.1113, 1.2983, 3.2281)
H (0.8643, 1.4663, 1.9417)
C (1.9128, -1.8423, -3.5114)
O (2.3061, -2.1801, -4.5939)
N (2.6813, -1.4986, -2.4441)
N (0.7870, -1.3642, -3.3542)
H (2.2053, -1.3710, -1.5625)
H (3.6625, -1.7318, -2.3907)
H (0.3563, -1.0238, -2.5064)
H (0.3996, -1.3413, -4.2867)



# 3
A structure of composition C11H44FeN22O15P in a non-equilibrium geometry. Source: the Open Molecules 2025 dataset; level of theory: ωB97M-V/def2-TZVPD.

Values from the calculation:
Spin multiplicity = 5
LUMO level (alpha / beta) = 1.12 / 1.06 eV
Energy relative to the best compared isomer or geometry (same formula, charge and spin) = 2.798 eV
Maximum force = 3.11 eV/Å
Total charge = -1
Gap between HOMO and LUMO (alpha / beta) = 0.303 / 0.300 hartree
DFT total energy = -4384.55607 Ha
Highest occupied orbital energy (alpha / beta) = -0.2617 / -0.2616 hartree

Geometry (Å):
Fe (4.8537, 6.6593, -23.0283)
P (4.1403, 5.7513, -21.0439)
O (4.1092, 4.9343, -22.3845)
O (5.6650, 6.0896, -21.2457)
O (3.6662, 5.2979, -19.6590)
O (3.5380, 7.1080, -21.5718)
C (2.4781, 10.5260, -19.9433)
O (1.8916, 11.6075, -20.0658)
N (2.0282, 9.4191, -20.5548)
N (3.5567, 10.3416, -19.1296)
H (1.2052, 9.4314, -21.1437)
H (2.7168, 8.6861, -20.6760)
H (3.8626, 11.0599, -18.5014)
H (3.9270, 9.4083, -19.0537)
C (5.8230, 8.5761, -18.4381)
O (6.0552, 9.3420, -17.5080)
N (5.4366, 7.2750, -18.2498)
N (6.1522, 8.7322, -19.7304)
H (5.1266, 6.7039, -19.0203)
H (5.3333, 6.9412, -17.3075)
H (6.0099, 7.9713, -20.3829)
H (6.5430, 9.5668, -20.1288)
C (5.6052, 2.9717, -17.5116)
O (5.9907, 2.3645, -16.5326)
N (5.0417, 4.2257, -17.4451)
N (5.6369, 2.5328, -18.8129)
H (4.6342, 4.7100, -18.2377)
H (4.8024, 4.4579, -16.4932)
H (6.5244, 2.0793, -18.9807)
H (5.2926, 3.2166, -19.4636)
C (7.9673, 7.4735, -23.4026)
O (6.8242, 7.0629, -23.5953)
N (8.4805, 7.5009, -22.1470)
N (8.7916, 7.9018, -24.3575)
H (8.2300, 6.8238, -21.4556)
H (9.2771, 8.1046, -22.0408)
H (8.4558, 7.8952, -25.3074)
H (9.7626, 8.1412, -24.2822)
C (6.6223, 2.2652, -23.2977)
O (7.5330, 1.7304, -23.9151)
N (6.2512, 1.9630, -22.0245)
N (5.9567, 3.3664, -23.7307)
H (5.4463, 2.3948, -21.6049)
H (6.6770, 1.2381, -21.4750)
H (5.3453, 3.8159, -23.0673)
H (6.1652, 3.8277, -24.5957)
C (2.0696, 2.6842, -24.0713)
O (1.5276, 2.2955, -25.1160)
N (1.8880, 3.9621, -23.6453)
N (2.6005, 1.8395, -23.1798)
H (1.2627, 4.4249, -24.2836)
H (2.6896, 4.3600, -23.1421)
H (2.8923, 2.2134, -22.2812)
H (2.7206, 0.8820, -23.4526)
C (-0.3145, 7.4344, -22.3458)
O (-0.3857, 8.6708, -22.3708)
N (-1.4102, 6.6641, -22.4071)
N (0.8849, 6.7812, -22.3291)
H (-2.3014, 7.1179, -22.4795)
H (-1.2658, 5.6854, -22.2342)
H (1.7786, 7.1374, -22.0040)
H (0.7946, 5.7878, -22.4770)
C (1.1010, 3.0229, -20.4798)
O (0.3320, 2.0881, -20.6228)
N (2.4628, 2.8151, -20.4745)
N (0.7436, 4.3302, -20.2916)
H (2.6452, 1.8365, -20.3107)
H (2.9054, 3.6040, -20.0048)
H (-0.1108, 4.6929, -20.6650)
H (1.4638, 4.9954, -20.0733)
C (1.3118, 6.7804, -17.4854)
O (0.3971, 7.4142, -16.9724)
N (1.9316, 5.6871, -16.8744)
N (1.9745, 7.1314, -18.6221)
H (1.4180, 5.1254, -16.2183)
H (2.4352, 5.2927, -17.6434)
H (2.6459, 6.4804, -19.0380)
H (1.6068, 7.8369, -19.2551)
C (8.9285, 4.8697, -19.4999)
O (9.9274, 4.1832, -19.3827)
N (7.8004, 4.4930, -20.2011)
N (8.7795, 6.1451, -19.0291)
H (7.7938, 3.5655, -20.5898)
H (7.0228, 5.0977, -20.4468)
H (9.5629, 6.6081, -18.6059)
H (8.0045, 6.6047, -19.4671)
C (3.9870, 9.7127, -23.3938)
O (4.7580, 8.7337, -23.3457)
N (4.5183, 10.9139, -23.0966)
N (2.8381, 9.7167, -24.1151)
H (5.5205, 10.8823, -23.0495)
H (3.9124, 11.7062, -22.9757)
H (2.8182, 9.1165, -24.9201)
H (2.4492, 10.6415, -24.1715)



# 4
A cluster of 11 separate species, C11H44N18O11 in total in a non-equilibrium geometry. Source: the Open Molecules 2025 dataset; level of theory: ωB97M-V/def2-TZVPD.

Values from the calculation:
LUMO level = -0.09 eV
Energy relative to the best compared isomer or geometry (same formula, charge and spin) = 0.000 eV
Maximum force = 3.42 eV/Å
Total charge = 0
Gap between HOMO and LUMO = 0.305 hartree
DFT total energy = -2259.11046 Ha
Highest occupied orbital energy = -0.3079 hartree

Geometry (Å):
N (-24.0011, -22.5781, -22.9918)
C (-24.2100, -23.3770, -21.9074)
N (-24.0288, -24.6793, -22.1129)
O (-24.6722, -22.9591, -20.8335)
H (-23.9054, -23.0428, -23.8760)
H (-24.2913, -21.6163, -22.9311)
H (-23.5862, -24.9744, -22.9640)
H (-24.3966, -25.2884, -21.4031)
N (-24.1835, -18.7109, -28.4913)
C (-25.5172, -18.5758, -28.3249)
N (-26.1997, -19.1269, -29.3288)
O (-26.0533, -17.9153, -27.4212)
H (-23.6159, -18.5188, -27.6825)
H (-23.8029, -19.0368, -29.3576)
H (-27.2003, -19.1515, -29.1776)
H (-25.8267, -19.7648, -30.0062)
N (-25.3469, -19.2638, -20.6360)
C (-24.4968, -18.8897, -21.5985)
N (-23.3910, -19.7060, -21.6381)
O (-24.7947, -17.9348, -22.3241)
H (-24.8734, -19.7100, -19.8656)
H (-26.2256, -18.8134, -20.4437)
H (-22.7456, -19.6314, -22.4052)
H (-23.1077, -20.2502, -20.8441)
N (-26.0223, -19.1999, -25.0348)
C (-27.1382, -19.9423, -24.8562)
N (-28.1533, -19.7098, -25.7082)
O (-27.2784, -20.7590, -23.9333)
H (-25.4202, -19.2410, -24.2284)
H (-25.9980, -18.4721, -25.7308)
H (-28.0956, -19.0243, -26.4452)
H (-28.9947, -20.2445, -25.5490)
N (-27.1683, -22.2680, -19.1740)
C (-27.7776, -21.5456, -20.1428)
N (-27.1388, -21.6572, -21.3234)
O (-28.8139, -20.8988, -19.9921)
H (-26.2599, -22.6143, -19.4276)
H (-27.6410, -22.4923, -18.3188)
H (-26.2209, -22.0780, -21.3909)
H (-27.5551, -21.2058, -22.1270)
N (-29.0546, -17.6120, -29.3455)
C (-30.0100, -18.4822, -29.0273)
N (-30.4390, -18.4121, -27.7321)
O (-30.5409, -19.2230, -29.8604)
H (-28.6222, -17.1406, -28.5712)
H (-28.7676, -17.6017, -30.3079)
H (-30.0183, -17.6408, -27.2145)
H (-31.3538, -18.7696, -27.4952)
N (-30.6666, -24.0755, -25.5849)
C (-29.9367, -22.9470, -25.3449)
N (-28.6371, -23.0994, -25.6278)
O (-30.3514, -21.9556, -24.7443)
H (-30.1588, -24.9311, -25.7071)
H (-31.6007, -24.1239, -25.2153)
H (-28.0696, -22.2670, -25.5929)
H (-28.3794, -23.9413, -26.1067)
N (-25.9246, -15.4340, -22.4363)
C (-26.8317, -15.1933, -23.4176)
N (-27.2831, -16.3273, -23.9964)
O (-27.1776, -14.0792, -23.8033)
H (-25.4717, -16.3389, -22.3730)
H (-25.8075, -14.6630, -21.8032)
H (-27.9279, -16.2514, -24.7652)
H (-26.9216, -17.2054, -23.6677)
N (-29.5025, -14.7014, -26.5542)
C (-28.5926, -15.6964, -26.4997)
N (-27.5566, -15.5246, -27.3518)
O (-28.8158, -16.7920, -25.9739)
H (-29.3315, -13.8231, -27.0057)
H (-30.3692, -14.8303, -26.0592)
H (-27.3988, -14.6024, -27.7166)
H (-26.8930, -16.2742, -27.5382)
C (-33.0543, -20.8845, -26.7721)
O (-31.9260, -20.1671, -26.2693)
H (-32.7200, -21.8383, -27.1749)
H (-33.8421, -20.9589, -26.0160)
H (-33.6153, -20.3056, -27.5087)
H (-31.3100, -20.8391, -25.9623)
C (-31.3187, -19.1601, -22.8482)
O (-31.8487, -18.4726, -23.9833)
H (-31.8964, -20.0687, -22.6634)
H (-30.2796, -19.4066, -23.0757)
H (-31.3731, -18.5106, -21.9764)
H (-31.6536, -19.0763, -24.7145)



> Among the records above, which one has the highest energy relative to the best compared isomer or geometry (same formula, charge and spin)?

C11H44FeN22O15P



> Which value of energy relative to the best compared isomer or geometry (same formula, charge and spin) does entry 1 give?

0.000 eV



> Among the records above, which one has the lowest maximum force?

C11H44FeN22O15P